1.
DFT (ωB97M-V/def2-TZVPD) results for a molecular structure, C41H43BrCl5N7OSn in a non-equilibrium geometry.

Atoms and positions in Å:
Sn: 0.08074 -0.12944 -0.54187
C: -1.97066 -0.67184 -4.01757
N: -1.12586 0.36406 -3.44197
C: -1.87326 1.59966 -3.31947
C: -1.19106 2.68586 -2.53527
C: -1.75986 3.95616 -2.50747
C: -1.14206 4.95206 -1.77477
C: 0.04704 4.65746 -1.12487
C: 0.54604 3.37106 -1.22007
N: -0.06486 2.40696 -1.89497
C: 0.11154 0.54066 -4.18767
C: 0.90114 -0.73774 -4.24347
C: 1.77234 -1.01184 -5.29537
C: 2.42474 -2.23224 -5.32517
C: 2.15344 -3.15574 -4.32797
C: 1.28394 -2.78044 -3.31847
N: 0.69814 -1.59934 -3.25787
C: -2.41396 -1.73264 -3.04527
C: -3.45306 -2.57544 -3.43257
C: -3.83176 -3.61234 -2.60387
C: -3.14206 -3.79234 -1.41417
C: -2.12746 -2.90144 -1.11487
N: -1.78326 -1.88714 -1.89277
H: -2.86976 -0.24304 -4.48487
H: -1.42646 -1.19924 -4.81067
H: -2.12296 2.00986 -4.31767
H: -2.81696 1.37166 -2.81287
H: -2.67976 4.14266 -3.03977
H: -1.57636 5.93906 -1.71267
H: 0.56704 5.40876 -0.55247
H: 1.46154 3.07446 -0.73387
H: -0.06816 0.90696 -5.21617
H: 0.70644 1.29326 -3.66257
H: 1.93524 -0.27924 -6.07257
H: 3.11744 -2.46834 -6.11897
H: 2.60404 -4.13534 -4.33287
H: 1.03884 -3.45874 -2.51887
H: -3.94856 -2.40734 -4.37657
H: -4.64526 -4.26554 -2.87847
H: -3.38666 -4.59954 -0.74117
H: -1.55166 -3.00334 -0.20747
N: 1.93424 -2.44544 3.07813
N: 2.10174 -1.35354 2.17243
H: 2.62504 -2.42994 3.83043
H: 2.07654 -3.30384 2.55193
H: 3.08304 -1.18654 1.94613
H: 1.74464 -0.51074 2.61943
Cl: 2.80594 0.33516 -1.50747
C: 2.96294 -1.32604 -1.10857
C: 1.86414 -1.92664 -0.50697
C: 2.04184 -3.27694 -0.22697
Cl: 0.72514 -4.15504 0.45493
C: 3.21464 -3.97854 -0.49337
Cl: 3.37414 -5.65554 -0.10867
C: 4.27254 -3.32344 -1.11677
Cl: 5.72414 -4.16804 -1.50017
C: 4.14094 -1.97704 -1.44057
Cl: 5.40674 -1.15884 -2.27727
Br: -3.80416 0.08106 -0.26807
C: -3.12136 -0.73394 1.29633
C: -3.99686 -0.99894 2.33423
C: -3.46156 -1.56804 3.47733
C: -2.10296 -1.83964 3.51753
C: -1.32426 -1.54554 2.40963
N: -1.83526 -1.00314 1.31193
H: -5.04386 -0.75334 2.25223
H: -4.10006 -1.78534 4.31943
H: -1.64806 -2.26734 4.39443
H: -0.26166 -1.74394 2.39023
C: 3.98484 1.10516 3.18003
C: 2.81304 2.08316 3.03553
C: 2.88864 2.75766 1.67223
C: 1.44904 1.49696 3.39193
C: 1.29104 1.15496 4.72763
C: 0.05324 0.86486 5.26733
C: -1.05736 1.16976 4.50573
C: -0.95346 1.57006 3.18203
C: -2.18596 2.23876 2.58773
C: -1.99116 2.86376 1.21293
C: -2.59786 3.37186 3.54353
C: 0.30984 1.48136 2.52833
O: 0.41604 1.38746 1.22553
H: 4.09054 0.51096 2.27673
H: 4.91404 1.65326 3.32543
H: 3.84454 0.44726 4.03373
H: 2.96154 2.86836 3.79323
H: 2.81004 2.01486 0.88333
H: 3.84144 3.27746 1.57343
H: 2.08534 3.48116 1.55723
H: 2.16164 1.14646 5.37073
H: -0.04876 0.54286 6.29323
H: -2.03606 1.12496 4.96413
H: -3.01816 1.52376 2.53993
H: -1.77846 2.11826 0.45143
H: -2.88786 3.41326 0.92693
H: -1.15446 3.55556 1.24323
H: -1.75466 4.04386 3.69123
H: -2.89856 2.99306 4.51603
H: -3.42876 3.93686 3.12563

Cartesian forces (eV/Å) of the 2 atoms listed first:
Sn -0.3 -0.4 0.4
C 0.1 -0.1 0.0

Output
LUMO level: 0.427 eV
Total energy: -7135.90709 a.u.
Relative energy (zero: lowest compared OMol25 entry of this formula, charge and spin): 0.228 eV
HOMO energy: -6.69 eV
Kohn-Sham gap: 7.12 eV



2.
DFT (ωB97M-V/def2-TZVPD) results for a molecular structure, C41H43ClFN4O5Pb.

Atoms and positions in Å:
Pb: 0.26901 -0.06436 -1.00936
O: 4.98070 -2.44909 -5.08434
C: 4.17635 -2.00603 -4.29054
C: 4.10669 -0.59466 -3.78005
O: 4.89894 0.29970 -4.03411
C: 2.94717 -0.53885 -2.88267
C: 2.26139 -1.80043 -2.90302
O: 1.15658 -2.02626 -2.31138
C: 3.09981 -2.78397 -3.59019
O: 3.01236 -4.00552 -3.53934
O: 2.60375 0.42925 -2.13874
C: -3.12912 2.56237 2.41166
C: -2.02498 1.50745 2.23651
C: -2.40553 0.29488 3.10135
C: -0.64403 2.04909 2.57189
C: -0.25264 2.07011 3.90395
C: 0.97799 2.57396 4.28790
C: 1.81561 3.10019 3.32153
C: 1.48090 3.10732 1.96832
C: 2.49739 3.78079 1.04694
C: 3.29415 2.78078 0.20359
C: 1.92511 4.86650 0.13389
C: 0.24247 2.53437 1.56285
N: -0.07391 2.37939 0.20924
C: -0.84264 3.31800 -0.39185
C: -1.27521 4.52380 0.22952
C: -2.05176 5.46967 -0.41139
C: -2.45011 5.29570 -1.72998
C: -2.02383 4.14836 -2.38698
C: -1.25301 3.21499 -1.73704
F: -0.86690 2.12751 -2.46663
H: -4.10776 2.08495 2.31523
H: -3.05818 3.34391 1.66374
H: -3.06552 3.01915 3.40301
H: -2.00779 1.20637 1.18702
H: -2.82674 0.61723 4.05718
H: -1.55103 -0.34850 3.30521
H: -3.16197 -0.30081 2.58817
H: -0.93075 1.69762 4.66402
H: 1.26977 2.58515 5.33177
H: 2.75632 3.54869 3.62682
H: 3.20333 4.28337 1.71803
H: 2.63303 2.20594 -0.44299
H: 3.87617 2.10812 0.84297
H: 3.99625 3.31638 -0.43685
H: 1.34541 4.43135 -0.67351
H: 2.74434 5.43920 -0.30715
H: 1.28721 5.55395 0.68838
H: -0.95950 4.70107 1.24914
H: -2.35459 6.35712 0.13394
H: -3.05879 6.03240 -2.23651
H: -2.28091 3.96180 -3.42257
N: -1.95348 -0.61031 -2.23984
C: -2.86108 -1.15974 -2.67743
C: -3.98747 -1.87101 -3.18061
C: -4.44364 -1.64991 -4.48117
C: -5.50896 -2.38605 -4.96443
C: -6.12470 -3.33760 -4.16261
C: -5.68530 -3.54004 -2.86103
C: -4.61971 -2.81321 -2.36433
H: -3.95316 -0.91145 -5.10052
H: -5.85987 -2.22257 -5.97464
H: -6.94109 -3.92885 -4.55581
H: -6.17295 -4.27306 -2.23236
H: -4.26054 -2.97487 -1.35649
N: 3.80334 -2.14254 2.47418
C: 3.60958 -0.67183 2.65082
C: 2.40920 -0.28409 1.78549
N: 2.56780 -0.65855 0.39476
C: 2.96737 -2.04123 0.18693
C: 4.16232 -2.43157 1.05638
H: 2.88013 -2.58936 2.65045
H: 4.48117 -2.52679 3.12627
H: 4.52066 -0.16180 2.33620
H: 3.41115 -0.44441 3.69828
H: 2.23239 0.78293 1.85926
H: 1.52942 -0.78884 2.18606
H: 3.13282 -0.00800 -0.14461
H: 3.23685 -2.18926 -0.85628
H: 2.11872 -2.70132 0.39152
H: 5.03540 -1.83185 0.79694
H: 4.40314 -3.48776 0.94271
Cl: 0.14224 -3.35197 3.17388
C: -0.43475 -3.96235 1.61256
C: -0.52402 -5.34416 1.53246
C: -1.08809 -5.92629 0.41575
C: -1.51760 -5.09371 -0.61900
C: -1.41934 -3.72979 -0.51109
C: -0.90226 -3.06523 0.63468
C: -0.94070 -1.63055 0.72205
H: -0.17803 -5.95342 2.35698
H: -1.19253 -7.00054 0.35046
H: -1.93493 -5.53285 -1.51737
H: -1.71817 -3.09685 -1.33554
H: -0.74894 -1.23851 1.71614
H: -1.87344 -1.22831 0.32738

Cartesian forces (eV/Å) of the 2 atoms listed first:
Pb 0.9 -0.1 0.0
O 0.0 0.0 0.1

Output
LUMO level: 1.101 eV
Total energy: -2936.27203 a.u.
Relative energy (zero: lowest compared OMol25 entry of this formula, charge and spin): 3.599 eV
HOMO energy: -3.67 eV
Total charge: -1
Kohn-Sham gap: 4.77 eV



3.
DFT (ωB97M-V/def2-TZVPD) results for a molecular structure, C41H43IN12O2Rb in a non-equilibrium geometry.

Atoms and positions in Å:
Rb: -0.49168 0.35146 0.58780
C: -2.08868 4.89766 2.47790
C: -3.15148 4.11286 1.77010
N: -4.22778 4.76766 1.41870
C: -5.23019 4.11916 0.82020
C: -5.18348 2.77416 0.53410
C: -6.37758 2.06826 -0.05580
O: -6.85589 1.00126 0.74010
C: -4.05318 2.03216 0.92070
C: -3.98638 0.63216 0.58460
N: -3.63438 -0.39804 1.26870
C: -3.42868 -0.43084 2.62030
C: -3.86348 0.52476 3.54850
C: -3.66368 0.34616 4.90060
C: -3.05488 -0.80184 5.38140
C: -2.65798 -1.78764 4.49120
C: -2.85208 -1.59364 3.14150
I: -2.40208 -3.14894 1.78200
C: -2.95098 2.69426 1.57480
O: -1.90948 2.09586 1.94130
H: -2.49608 5.85906 2.78220
H: -1.23978 5.06556 1.81410
H: -1.72728 4.34146 3.34180
H: -6.10638 4.71556 0.59720
H: -6.13728 1.69986 -1.06790
H: -7.21678 2.76246 -0.14910
H: -6.10148 0.44056 0.96840
H: -4.26818 0.38506 -0.44180
H: -4.39358 1.39516 3.19640
H: -3.99198 1.11126 5.58740
H: -2.91058 -0.94514 6.44300
H: -2.21889 -2.70764 4.85170
C: 2.82032 0.78696 1.31990
C: 2.08072 1.92336 1.59820
C: 1.74282 2.53676 0.35450
C: 2.26031 1.74896 -0.68710
C: 2.94192 0.67516 -0.10380
C: 3.77402 -0.36644 -0.77190
C: 2.07462 2.01936 -2.15190
C: 1.07232 3.86646 0.22930
C: 1.68142 2.48656 2.92820
C: 3.44822 -0.17784 2.27910
H: 3.53542 -1.36244 -0.39730
H: 4.83621 -0.20084 -0.57030
H: 3.64062 -0.36934 -1.85170
H: 1.01332 2.14366 -2.38540
H: 2.45732 1.19156 -2.74560
H: 2.59762 2.92566 -2.46840
H: 0.04282 3.83656 0.59100
H: 1.06922 4.21056 -0.80370
H: 1.59911 4.60916 0.83340
H: 0.60041 2.63386 2.97120
H: 2.15322 3.45916 3.09270
H: 1.97352 1.82906 3.74630
H: 3.12572 -1.20024 2.06770
H: 3.18522 0.05886 3.30940
H: 4.53881 -0.15884 2.19550
N: -2.78388 -2.79934 -3.27560
C: -2.30178 -2.69514 -2.01980
N: -2.07268 -1.44604 -1.73750
C: -2.44029 -0.77464 -2.86280
N: -2.87998 -1.57974 -3.82420
C: -2.39408 0.66186 -2.96750
C: -2.90988 1.32436 -4.08490
N: -2.95478 2.63786 -4.17040
C: -2.48508 3.31706 -3.11810
C: -1.93978 2.67306 -2.02000
N: -1.87718 1.35426 -1.93450
H: -3.02638 -3.61744 -3.81020
H: -2.14638 -3.52084 -1.35610
H: -3.30648 0.76446 -4.91910
H: -2.56088 4.39286 -3.17390
H: -1.55268 3.23126 -1.17850
C: 1.13022 -2.73594 -2.01730
C: 1.43022 -3.10264 -0.61570
N: 0.94122 -2.51414 0.44250
C: 1.42412 -3.18964 1.52040
C: 2.23062 -4.20404 1.10640
N: 2.23602 -4.14934 -0.26630
C: 2.92532 -5.06884 -1.13180
N: 3.79091 -4.42134 -2.06720
N: 3.56582 -4.52664 -3.40310
N: 4.45602 -3.88354 -4.04720
C: 5.31852 -3.30764 -3.16780
C: 6.44712 -2.50874 -3.36330
C: 7.11552 -2.08024 -2.23900
C: 6.69612 -2.42714 -0.95160
C: 5.58282 -3.21784 -0.73220
C: 4.89762 -3.64864 -1.85660
H: 0.48352 -1.86504 -2.00290
H: 0.62431 -3.55584 -2.52870
H: 2.03312 -2.50144 -2.57590
H: 1.14812 -2.91824 2.52100
H: 2.77382 -4.95224 1.64750
H: 2.20742 -5.64704 -1.72920
H: 3.49992 -5.75434 -0.49370
H: 6.76572 -2.24364 -4.35850
H: 7.98672 -1.45064 -2.34930
H: 7.26322 -2.06674 -0.10630
H: 5.26552 -3.46804 0.26790

Cartesian forces (eV/Å) of the 2 atoms listed first:
Rb 0.6 -0.4 -0.2
C 0.0 -0.2 -0.1

Output
LUMO level: 1.579 eV
Total energy: -2717.55427 a.u.
Relative energy (zero: lowest compared OMol25 entry of this formula, charge and spin): 0.278 eV
HOMO energy: -2.82 eV
Total charge: -1
Kohn-Sham gap: 4.40 eV



4.
DFT (ωB97M-V/def2-TZVPD) results for a molecular structure, C41H44AsBN6O2RuS5.

Atoms and positions in Å:
Ru: -0.83232 0.72404 0.50131
C: 4.15769 0.01658 2.81775
C: 2.70790 0.32011 3.21569
C: 1.80390 -0.86224 2.92147
C: 2.22289 1.61695 2.61150
C: 2.87100 2.85353 2.81450
C: 2.04790 3.78100 2.22831
N: 0.98933 3.13480 1.70984
N: 1.08558 1.79822 1.92946
B: -0.19720 3.85943 1.05044
N: -0.17980 3.58669 -0.47795
C: -0.38468 4.48685 -1.44807
C: -0.23795 3.85630 -2.66274
C: 0.09479 2.53064 -2.33806
N: 0.13088 2.37538 -1.01118
C: 0.41833 1.42754 -3.29336
C: -0.60856 1.34167 -4.42105
C: 1.82538 1.63375 -3.86177
N: -1.54068 3.45641 1.71224
C: -2.51058 4.30906 2.07107
C: -3.49307 3.59721 2.72130
C: -3.04275 2.26490 2.71220
N: -1.86105 2.18914 2.09481
C: -3.69436 1.07688 3.36436
C: -4.59940 1.51952 4.51303
C: -4.48293 0.23702 2.35855
H: 4.56881 -0.76297 3.46373
H: 4.20901 -0.34394 1.78665
H: 4.79678 0.89874 2.89603
H: 2.70303 0.48609 4.29626
H: 1.66441 -0.97794 1.84712
H: 2.23751 -1.78721 3.31164
H: 0.81749 -0.72099 3.35406
H: 3.79923 3.03266 3.33624
H: 2.13556 4.85379 2.14463
H: -0.05527 5.04601 1.21367
H: -0.64728 5.50618 -1.20574
H: -0.35737 4.28418 -3.64599
H: 0.38318 0.49353 -2.73939
H: -0.58710 2.24775 -5.03379
H: -0.38413 0.48742 -5.06522
H: -1.61893 1.21981 -4.02170
H: 1.88013 2.60002 -4.37316
H: 2.57871 1.61807 -3.07321
H: 2.06521 0.84943 -4.58235
H: -2.43088 5.36407 1.85124
H: -4.40632 3.98568 3.14523
H: -2.89056 0.45322 3.75858
H: -5.48689 2.03689 4.13414
H: -4.93733 0.64736 5.07715
H: -4.07841 2.19260 5.19959
H: -5.24496 0.84571 1.85805
H: -3.81433 -0.17075 1.60581
H: -4.97901 -0.60034 2.85966
S: -7.99419 0.23234 -2.68958
C: -6.46035 0.38191 -2.12464
S: -5.68989 1.90422 -1.84757
C: -4.14147 1.31162 -1.28282
C: -4.02925 -0.08981 -1.21686
S: -2.70656 -0.93938 -0.63626
S: -5.44999 -0.96563 -1.73094
S: -2.92012 2.35940 -0.88206
C: -1.33465 -2.74145 3.53721
C: -1.23529 -1.98284 2.21784
O: -1.17574 -2.66157 1.18184
O: -1.19272 -0.70530 2.31444
H: -2.14498 -3.46808 3.47508
H: -1.49365 -2.06329 4.37580
H: -0.40051 -3.29159 3.67885
C: 2.26184 -5.57814 1.15079
C: 3.02509 -4.43000 1.29194
C: 2.59248 -3.23304 0.73015
C: 1.40152 -3.17466 0.01718
C: 0.64477 -4.33430 -0.12999
C: 1.07037 -5.52623 0.43541
As: 0.75722 -1.46371 -0.73719
C: 0.37581 -2.23023 -2.50677
C: -0.81573 -2.76829 -2.97099
C: -0.89813 -3.25015 -4.27353
C: 0.20895 -3.19361 -5.11125
C: 1.40856 -2.67453 -4.64486
C: 1.50231 -2.19733 -3.34270
C: 2.70910 -1.57801 -2.75297
C: 3.95791 -1.47159 -3.35564
C: 4.98458 -0.79700 -2.70671
C: 4.76469 -0.20156 -1.46856
C: 3.51837 -0.31239 -0.86211
C: 2.50925 -1.02856 -1.48768
H: 2.58683 -6.50739 1.60298
H: 3.96674 -4.46274 1.82830
H: 3.19901 -2.34399 0.84862
H: -0.29016 -4.30085 -0.67100
H: 0.46296 -6.41683 0.32410
H: -1.68477 -2.79770 -2.32762
H: -1.83418 -3.65830 -4.63579
H: 0.13498 -3.54686 -6.13331
H: 2.26832 -2.62801 -5.30570
H: 4.13384 -1.90391 -4.33497
H: 5.95759 -0.71799 -3.17657
H: 5.56089 0.34577 -0.97668
H: 3.31780 0.18511 0.08019

Cartesian forces (eV/Å) of the 2 atoms listed first:
Ru -0.5 -0.5 0.5
C 0.0 0.0 0.0

Output
Multiplicity: 6
LUMO level (alpha / beta): 2.268 / 0.857 eV
Total energy: -6414.41486 a.u.
Relative energy (zero: lowest compared OMol25 entry of this formula, charge and spin): 0.596 eV
HOMO energy (alpha / beta): -4.48 / -5.51 eV
Expectation value of S²: 8.780
Total charge: -1
Kohn-Sham gap (alpha / beta): 6.75 / 6.36 eV